[1]
A molecular structure, C29H67F10N10O31S6 in a non-equilibrium geometry, computed with the ωB97M-V functional and the def2-TZVPD basis.

Structure (XYZ):
```
153
Properties=species:S:1:pos:R:3:mulliken_charge:R:1
C 6.70 21.48 13.86 -1.11
C 7.44 20.19 13.38 0.76
O 8.65 20.19 13.17 -0.64
N 6.58 19.22 12.95 -0.18
H 6.68 15.80 16.13 0.30
H 5.60 19.38 13.16 0.21
C 6.94 17.91 12.48 -0.80
H 6.52 22.01 12.92 0.31
H 7.33 22.08 14.50 0.24
H 5.74 21.22 14.36 0.38
H 7.97 17.67 12.68 0.27
H 6.77 17.84 11.36 0.26
H 6.34 17.23 13.11 0.30
C 12.51 21.04 16.64 -1.02
C 12.34 21.73 15.51 0.75
O 13.14 22.15 14.57 -0.80
N 10.81 21.89 15.16 -0.01
H 10.64 21.09 14.52 0.24
H 10.23 21.82 15.97 0.34
C 10.57 23.25 14.52 -0.78
H 13.60 20.89 16.80 0.24
H 8.96 5.11 15.85 0.36
H 11.71 20.73 17.24 0.34
H 10.07 23.13 13.52 0.25
H 11.53 23.73 14.45 0.34
H 9.95 23.90 15.18 0.34
C 13.69 19.75 10.91 -0.77
C 14.00 21.04 11.45 0.38
O 13.97 22.12 11.00 -0.55
N 14.52 21.06 12.88 0.89
H 13.80 21.53 13.50 0.36
H 14.71 20.13 13.30 -0.37
C 15.84 21.86 12.77 -0.89
H 14.67 19.58 10.46 0.23
H 13.06 19.87 10.09 0.57
H 13.49 18.98 11.63 0.25
H 16.28 21.94 13.81 0.28
H 15.47 22.80 12.37 0.51
H 16.59 21.43 12.06 0.28
C 20.45 16.54 14.26 -1.00
C 20.17 15.93 12.90 0.43
O 19.69 14.77 12.76 -0.74
N 20.37 16.66 11.82 -0.05
H 20.16 16.19 10.99 0.28
H 16.90 15.83 16.27 0.25
C 20.34 18.10 11.74 -0.97
H 19.52 17.00 14.61 0.09
H 21.26 17.29 14.08 0.36
H 20.78 15.79 14.98 0.34
H 21.24 18.63 12.03 0.35
H 19.61 18.49 12.38 0.24
H 20.06 18.42 10.68 0.32
C 17.26 12.26 10.12 -0.80
C 18.45 13.01 10.47 0.74
O 18.91 14.00 9.98 -0.52
N 19.34 12.25 11.48 0.62
H 19.53 12.95 12.22 0.56
H 19.00 11.34 11.86 0.06
C 20.79 12.00 10.87 -0.73
H 16.98 11.71 11.04 0.18
H 17.72 11.48 9.48 0.29
H 16.51 12.93 9.75 0.27
H 20.70 11.15 10.20 0.29
H 21.43 11.60 11.74 0.32
H 21.14 12.97 10.44 0.32
C 12.88 13.10 17.12 -0.21
C 12.04 13.39 15.94 0.43
O 10.97 13.98 16.07 -0.98
N 12.46 12.85 14.71 0.18
H 13.43 12.67 14.64 0.21
H 12.08 10.90 15.17 0.14
C 11.86 12.96 13.32 -1.09
H 13.25 14.02 17.64 0.32
H 13.74 12.49 16.82 -0.41
H 12.37 12.47 17.80 0.42
H 12.37 12.16 12.81 0.28
H 11.96 13.98 12.90 0.32
H 10.85 12.60 13.37 0.38
C 19.16 10.45 17.83 -1.03
C 17.83 9.78 17.69 0.79
O 17.29 9.06 18.52 -0.52
N 17.08 10.14 16.44 0.79
H 17.28 11.15 16.18 0.51
H 17.37 9.55 15.68 -0.01
C 15.62 10.03 16.57 -1.13
H 18.98 11.40 18.41 0.27
H 19.79 10.63 16.93 0.24
H 19.80 9.81 18.47 0.37
H 15.38 9.07 17.07 0.40
H 15.15 10.10 15.60 0.42
H 15.32 10.84 17.18 0.40
C 19.89 8.20 7.55 -1.25
C 19.69 7.71 8.98 0.72
O 18.67 7.93 9.61 -0.52
N 20.75 7.04 9.56 -0.22
H 21.53 6.84 8.91 0.29
H 4.28 9.60 14.57 0.39
C 20.48 5.83 10.39 -0.80
H 20.31 7.43 6.88 0.38
H 20.63 9.04 7.62 0.29
H 19.02 8.60 7.06 0.32
H 19.48 5.85 10.65 0.29
H 21.15 5.75 11.27 0.20
H 20.72 4.97 9.75 0.32
C 16.70 17.90 13.40 0.38
F 16.58 18.67 12.36 -0.14
F 17.23 16.72 13.07 -0.09
F 17.62 18.46 14.20 -0.30
S 15.18 17.50 14.43 0.98
O 15.62 17.82 15.74 -0.82
O 14.19 18.41 13.84 -0.69
O 14.99 16.07 14.17 -0.54
C 12.78 8.74 13.32 0.71
F 13.48 9.83 13.20 -0.16
F 12.05 8.46 12.23 -0.24
F 13.60 7.75 13.47 -0.19
S 11.66 8.93 14.74 1.13
O 12.31 10.08 15.62 -0.21
O 10.44 9.36 14.24 -0.58
O 11.83 7.79 15.60 -0.62
N 13.56 16.50 9.39 -0.43
S 14.83 15.91 10.05 0.85
O 15.61 16.84 10.79 -0.26
O 15.72 15.16 9.17 -0.65
F 14.27 14.94 11.03 -0.06
S 12.06 16.02 9.57 1.27
O 11.92 14.67 9.74 -0.50
O 11.33 16.73 8.62 -0.58
F 11.75 16.74 11.11 -0.27
N 18.76 9.51 12.56 -0.52
S 19.91 9.34 13.76 0.97
O 19.47 9.31 15.10 -0.55
O 21.00 10.17 13.34 -0.66
F 20.36 7.80 13.63 -0.26
S 17.42 8.59 12.68 1.12
O 16.40 9.06 11.83 -0.60
O 17.08 8.33 14.12 -0.82
F 17.86 7.18 12.26 -0.19
O 8.93 5.26 17.83 -0.50
C 8.16 6.13 17.16 0.75
O 8.22 5.71 15.91 -0.44
O 7.46 6.98 17.59 -0.51
H 8.81 5.29 18.79 0.33
O 15.63 14.00 15.73 -0.19
C 16.90 13.89 16.01 0.59
O 17.38 12.79 16.20 -0.88
O 17.49 15.03 16.20 -0.48
H 15.27 14.87 15.23 0.42
O 8.81 14.96 16.56 -0.50
C 8.63 16.09 15.99 0.67
O 9.46 16.88 15.67 -0.49
O 7.29 16.48 15.88 -0.45
H 9.75 14.75 16.55 0.69
```

LUMO energy: -9.562 eV
Energy: -201704.102 eV
Total charge: +1
Spin multiplicity: 1
Gap between HOMO and LUMO: 1.04 eV

[2]
3 unconnected molecules or ions with the total composition C29H67N8O4P2S2 in a non-equilibrium geometry, computed with the ωB97M-V functional and the def2-TZVPD basis.

Structure (XYZ):
```
112
Properties=species:S:1:pos:R:3:mulliken_charge:R:1
C 2.85 3.09 1.16 -1.40
C 3.37 2.58 -0.19 -0.43
C 2.24 1.92 -1.00 0.43
C 2.69 1.79 -2.44 -1.27
N 1.83 0.99 -3.39 0.22
C 0.67 0.30 -2.77 -0.55
C -0.51 1.25 -2.48 -0.94
C -1.14 0.89 -1.12 0.13
C -2.49 1.55 -0.84 -0.88
C -2.91 1.24 0.61 -0.94
N -3.24 -0.23 0.78 0.49
C -4.43 -0.51 1.44 0.50
C -5.73 0.05 0.92 -1.15
O -4.47 -1.20 2.45 -0.66
C -2.19 -1.01 1.40 0.78
C -1.25 -0.38 2.39 -1.16
O -2.06 -2.18 1.09 -0.64
C 2.68 0.10 -4.10 0.04
S 3.47 0.62 -5.43 -0.26
S 2.89 -1.60 -3.66 -0.12
C 3.24 -1.66 -1.88 -0.48
C 4.69 -1.34 -1.51 -0.24
C 4.80 -1.21 0.02 -1.16
H 2.16 3.92 1.01 0.36
H 2.29 2.28 1.65 0.29
H 3.67 3.39 1.80 0.43
H 3.84 3.38 -0.77 0.38
H 4.13 1.82 0.00 0.19
H 1.35 2.54 -0.89 0.27
H 2.07 0.95 -0.54 0.00
H 2.76 2.80 -2.86 0.25
H 3.72 1.41 -2.46 0.43
H 0.32 -0.42 -3.51 0.67
H 0.92 -0.30 -1.89 0.08
H -1.25 1.14 -3.27 0.49
H -0.13 2.27 -2.43 0.28
H -0.41 1.12 -0.34 -0.15
H -1.30 -0.20 -1.11 0.28
H -2.38 2.64 -0.86 0.28
H -3.20 1.18 -1.59 0.20
H -3.80 1.82 0.88 0.20
H -5.84 1.09 1.23 0.17
H -6.55 -0.51 1.37 0.39
H -5.78 0.07 -0.17 0.28
H -1.04 0.65 2.15 0.32
H -0.33 -0.96 2.40 0.32
H -1.72 -0.42 3.38 0.27
H 2.57 -1.03 -1.29 -0.05
H 3.01 -2.69 -1.59 0.51
H 4.94 -0.37 -1.94 0.21
H 5.36 -2.13 -1.84 0.44
H 4.79 -2.18 0.51 0.30
H 5.74 -0.72 0.29 0.35
H 3.98 -0.62 0.43 0.24
O -6.14 3.84 -1.43 -0.76
P -7.12 4.97 -1.50 0.64
N -7.53 5.19 0.15 0.31
C -8.85 4.99 0.72 -0.99
C -6.42 5.36 1.07 -1.12
N -8.33 4.21 -2.45 0.17
C -9.75 4.30 -2.22 -1.05
C -7.98 2.93 -3.07 -1.05
N -7.66 6.51 -2.06 0.03
C -7.27 6.79 -3.46 -1.09
C -7.28 7.69 -1.25 -0.97
H -9.62 5.54 0.17 0.30
H -8.87 5.39 1.73 0.42
H -9.14 3.93 0.76 0.24
H -6.03 6.39 1.05 0.26
H -5.60 4.68 0.84 0.29
H -6.74 5.16 2.09 0.45
H -10.09 3.62 -1.43 0.30
H -10.30 4.03 -3.13 0.36
H -10.06 5.31 -1.96 0.28
H -8.03 2.10 -2.37 0.31
H -6.97 2.96 -3.48 0.30
H -8.67 2.74 -3.90 0.36
H -6.19 6.90 -3.58 0.33
H -7.76 7.71 -3.80 0.41
H -7.61 5.98 -4.10 0.32
H -6.20 7.77 -1.10 0.33
H -7.76 7.65 -0.28 0.27
H -7.62 8.59 -1.76 0.37
O 5.85 -4.33 1.84 -0.73
P 6.67 -5.52 2.22 0.31
N 6.16 -6.78 1.21 0.26
C 5.67 -8.07 1.63 -0.99
C 5.99 -6.44 -0.20 -1.01
N 6.28 -5.75 3.86 0.25
C 6.22 -7.03 4.53 -1.04
C 5.35 -4.79 4.46 -1.07
N 8.29 -6.01 2.43 0.11
C 9.11 -5.00 3.13 -1.05
C 9.02 -6.43 1.22 -0.97
H 6.35 -8.56 2.33 0.32
H 5.61 -8.74 0.77 0.42
H 4.68 -8.02 2.09 0.27
H 6.95 -6.41 -0.74 0.28
H 5.52 -5.47 -0.33 0.24
H 5.36 -7.18 -0.70 0.44
H 5.28 -7.56 4.34 0.31
H 6.30 -6.88 5.61 0.35
H 7.05 -7.67 4.25 0.28
H 4.31 -5.00 4.21 0.31
H 5.58 -3.78 4.15 0.31
H 5.46 -4.83 5.55 0.36
H 9.25 -4.10 2.54 0.33
H 10.09 -5.42 3.36 0.40
H 8.63 -4.73 4.07 0.31
H 9.03 -5.67 0.43 0.33
H 8.59 -7.34 0.81 0.27
H 10.05 -6.65 1.49 0.37
```

LUMO energy: 1.874 eV
Energy: -91517.558 eV
Total charge: -1
Spin multiplicity: 1
Gap between HOMO and LUMO: 3.81 eV

[3]
A molecular structure, C29H70FGaIN9O9P in a non-equilibrium geometry, computed with the ωB97M-V functional and the def2-TZVPD basis.

Structure (XYZ):
```
121
Properties=species:S:1:pos:R:3:mulliken_charge:R:1
C 4.92 -2.60 5.45 -1.01
C 4.82 -1.18 4.78 -0.08
N 3.92 -0.35 5.60 -0.30
Ga 2.33 0.22 4.64 -0.57
C 1.02 -1.31 4.21 -0.98
C 0.96 -2.44 5.30 0.84
C -0.48 -2.81 5.73 -1.29
F 1.52 -3.60 4.73 -0.41
P 1.14 1.63 6.16 0.17
O 0.73 0.53 7.43 -0.48
I 2.73 3.33 7.02 -0.24
H 5.87 -3.12 5.24 0.37
H 4.07 -3.19 5.06 0.13
H 4.77 -2.45 6.54 0.26
H 5.85 -0.75 4.81 0.36
H 4.53 -1.24 3.71 -0.03
H 4.41 0.49 5.86 0.20
H 2.61 1.02 3.30 -0.02
H 0.01 -0.84 4.20 0.31
H 1.24 -1.79 3.23 0.41
H 1.53 -2.09 6.18 0.11
H -0.41 -3.40 6.66 0.36
H -1.13 -1.93 5.86 0.35
H -0.96 -3.46 4.98 0.21
H 1.54 0.05 7.62 0.33
C 2.85 6.93 8.92 -1.15
C 3.66 6.33 10.03 0.72
O 4.49 5.46 9.84 -0.62
N 3.44 6.79 11.30 -0.17
C 2.50 7.81 11.72 -0.81
H 3.13 6.47 7.97 0.20
H 1.78 6.75 9.09 0.33
H 3.04 8.00 8.85 0.38
H 4.01 6.35 11.99 0.22
H 3.05 8.62 12.21 0.27
H 1.80 7.38 12.44 0.27
H 1.94 8.22 10.89 0.32
C 3.86 -0.38 -0.35 -0.95
C 3.80 0.93 0.39 0.59
O 4.01 1.00 1.59 -0.60
N 3.49 2.04 -0.33 -0.16
C 3.20 2.14 -1.74 -0.79
H 4.11 -1.18 0.35 0.36
H 2.89 -0.60 -0.80 0.08
H 4.63 -0.34 -1.13 0.41
H 3.46 2.88 0.23 0.25
H 3.92 2.82 -2.21 0.27
H 2.20 2.55 -1.87 0.27
H 3.25 1.18 -2.23 0.28
C -3.69 -5.17 3.81 -1.39
C -3.88 -4.32 5.05 0.77
O -3.12 -4.39 6.00 -0.61
N -4.93 -3.46 5.07 -0.11
C -5.93 -3.24 4.04 -0.72
H -2.82 -5.80 3.94 0.32
H -4.57 -5.81 3.66 0.45
H -3.54 -4.53 2.94 0.35
H -4.99 -2.93 5.92 0.21
H -5.90 -2.19 3.74 0.25
H -6.92 -3.45 4.46 0.19
H -5.77 -3.86 3.17 0.30
C -9.90 -0.90 1.11 -1.37
C -9.11 -1.48 2.25 0.88
O -8.27 -2.36 2.08 -0.61
N -9.35 -1.01 3.50 -0.12
C -10.30 0.02 3.89 -0.88
H -9.59 -1.37 0.18 0.29
H -10.96 -1.07 1.25 0.37
H -9.71 0.17 1.03 0.36
H -8.79 -1.44 4.21 0.20
H -9.76 0.83 4.38 0.29
H -11.01 -0.41 4.61 0.28
H -10.85 0.42 3.04 0.35
C 1.86 -3.23 -2.17 -1.27
C 0.84 -2.15 -2.42 0.84
O 1.13 -0.96 -2.37 -0.66
N -0.43 -2.53 -2.72 -0.17
C -0.95 -3.88 -2.83 -0.79
H 2.82 -2.78 -1.95 0.23
H 1.56 -3.84 -1.32 0.38
H 1.97 -3.86 -3.06 0.38
H -1.05 -1.76 -2.88 0.25
H -1.35 -4.01 -3.84 0.20
H -1.76 -3.99 -2.11 0.33
H -0.20 -4.63 -2.64 0.31
C -2.14 -3.13 -8.81 -1.41
C -1.61 -3.06 -7.40 0.97
O -0.74 -3.82 -6.99 -0.66
N -2.15 -2.12 -6.57 -0.05
C -3.18 -1.14 -6.88 -0.92
H -1.62 -3.92 -9.35 0.29
H -3.21 -3.35 -8.81 0.40
H -1.95 -2.18 -9.32 0.35
H -1.76 -2.13 -5.65 0.09
H -2.77 -0.15 -6.71 0.33
H -4.03 -1.30 -6.20 0.32
H -3.53 -1.23 -7.90 0.30
C -0.13 2.64 -9.24 -1.07
C -0.61 1.66 -8.21 0.90
O -1.59 1.87 -7.51 -0.67
N 0.09 0.50 -8.07 -0.06
C 1.27 0.08 -8.81 -0.83
H -0.77 3.51 -9.24 0.31
H 0.90 2.96 -9.01 0.25
H -0.15 2.19 -10.24 0.31
H -0.28 -0.12 -7.37 0.08
H 1.05 -0.86 -9.32 0.28
H 2.08 -0.09 -8.10 0.29
H 1.57 0.82 -9.54 0.28
C 4.56 3.01 -10.55 -1.40
C 3.81 3.52 -9.35 0.81
O 2.60 3.74 -9.38 -0.71
N 4.51 3.75 -8.21 -0.15
C 5.93 3.55 -7.98 -0.85
H 3.87 2.88 -11.38 0.29
H 5.33 3.73 -10.85 0.43
H 5.02 2.05 -10.33 0.37
H 3.95 4.09 -7.45 0.23
H 6.06 2.84 -7.17 0.29
H 6.37 4.51 -7.69 0.29
H 6.44 3.19 -8.87 0.32
```

LUMO energy: 1.443 eV
Energy: -135534.054 eV
Total charge: -1
Spin multiplicity: 1
Gap between HOMO and LUMO: 5.03 eV